# 1
Below is a structure of composition C31H56BrN4OP3Ti, with properties calculated with the ωB97M-V functional and the def2-TZVPD basis.

spin multiplicity	3
total charge	+2

```
97
Properties=species:S:1:pos:R:3:forces:R:3:lowdin_charge:R:1
C -4.665 -3.063 1.128 0.1 0.0 -0.6 -0.0165
C -3.432 -3.741 1.133 -0.5 -0.6 0.0 -0.2503
C -3.353 -5.041 0.595 -0.1 0.4 -0.5 -0.0082
C -4.449 -5.505 -0.141 0.1 0.8 0.7 -0.1129
N -5.567 -4.776 -0.275 -0.2 -0.2 -0.1 0.0702
C -5.710 -3.609 0.366 0.8 -0.2 0.3 -0.1179
C -2.260 -3.143 1.694 1.7 0.5 1.9 0.0524
C -1.293 -2.719 2.329 -1.1 0.4 -1.7 0.0735
C -0.303 -1.784 2.823 0.9 0.5 0.3 -0.1732
C 0.706 -1.153 1.975 0.5 -1.2 2.2 -0.1945
C 1.567 -0.067 2.531 -0.8 -1.9 1.5 -0.2893
C 1.502 0.159 3.921 1.2 0.5 0.0 -0.5881
C 0.621 -0.539 4.749 0.5 0.4 -0.6 -0.0460
C -0.258 -1.489 4.192 -0.5 0.1 0.1 0.0088
Ti 1.108 0.413 0.680 -2.4 0.2 -5.0 0.6776
P -0.833 -0.402 -1.192 -1.3 -0.4 -1.3 0.9662
H -2.441 -5.635 0.696 -0.3 0.3 -0.1 0.1223
H -4.792 -2.108 1.646 0.1 -0.3 -0.2 0.1186
H -4.387 -6.481 -0.630 -0.3 0.3 0.1 0.1179
H -6.659 -3.055 0.272 0.5 -0.5 0.0 0.1204
H -0.926 -2.028 4.879 0.3 0.3 -0.4 0.1413
H 1.215 -1.832 1.265 -0.9 0.4 0.1 0.0436
H 0.601 -0.330 5.824 0.1 -0.1 -0.5 0.1316
H 2.381 0.445 1.855 0.5 -0.7 2.2 0.0772
C -0.439 0.485 -2.783 0.3 0.1 0.3 -0.4041
C -0.873 -0.074 -4.137 -0.1 0.0 -0.4 -0.1287
H 0.652 0.623 -2.769 -0.1 0.1 -0.1 0.0493
H -0.880 1.484 -2.659 0.2 -0.1 0.1 0.0605
H -0.456 0.559 -4.934 -0.1 -0.2 0.2 0.0869
H -0.527 -1.095 -4.332 0.0 0.2 0.2 0.0719
H -1.960 -0.051 -4.272 0.3 -0.1 0.1 0.0624
C -1.043 -2.192 -1.676 0.6 0.0 0.2 -0.3769
C -2.318 -2.694 -2.369 -0.1 -0.1 -0.2 -0.1258
H -0.911 -2.731 -0.727 0.0 -0.1 -0.2 0.0544
H -0.180 -2.433 -2.315 -0.1 0.0 0.2 0.0485
H -2.238 -3.784 -2.518 0.0 0.4 0.1 0.0882
H -3.227 -2.528 -1.774 0.3 0.0 -0.1 0.0616
H -2.459 -2.245 -3.365 0.0 -0.1 0.4 0.0664
C -2.623 0.067 -0.972 0.3 0.2 0.6 -0.3719
C -3.547 0.309 -2.168 -0.3 0.0 -0.2 -0.1250
H -2.580 0.973 -0.353 -0.2 -0.2 -0.1 0.0309
H -3.049 -0.732 -0.349 0.1 0.2 0.1 0.0691
H -4.524 0.660 -1.801 0.3 0.0 0.0 0.0879
H -3.177 1.068 -2.867 0.0 -0.1 0.2 0.0671
H -3.758 -0.600 -2.743 0.2 0.3 0.2 0.0596
Br 2.901 1.371 4.565 -0.9 -0.9 0.0 0.8070
P 2.561 -1.440 -0.746 0.3 -0.2 0.4 0.9331
C 2.481 -1.983 -2.475 -0.2 0.2 -0.4 -0.3990
C 3.810 -2.119 -3.203 0.2 -0.2 -0.5 -0.1215
H 1.826 -1.284 -3.015 0.2 -0.2 0.0 0.0597
H 1.959 -2.948 -2.461 0.0 0.1 0.1 0.0853
H 3.602 -2.453 -4.227 0.1 0.1 0.1 0.0913
H 4.333 -1.161 -3.271 0.0 -0.2 0.0 0.0737
H 4.485 -2.868 -2.771 -0.2 0.3 0.0 0.0671
C 3.929 -0.225 -0.595 0.5 -0.1 -0.4 -0.4110
C 5.288 -0.823 -0.229 0.6 0.4 0.1 -0.1233
H 3.671 0.575 0.138 0.1 -0.4 -0.4 0.0390
H 3.983 0.264 -1.579 0.0 0.1 0.2 0.0851
H 6.010 0.001 -0.159 0.0 -0.3 0.1 0.0872
H 5.260 -1.331 0.746 0.1 0.1 -0.4 0.0795
H 5.682 -1.505 -0.997 -0.4 0.1 0.3 0.0764
C 3.050 -2.985 0.160 -0.3 0.3 0.2 -0.3780
C 3.956 -4.076 -0.423 0.2 -0.2 0.2 -0.1204
H 2.077 -3.444 0.397 0.2 0.0 0.1 0.0788
H 3.460 -2.617 1.106 -0.1 -0.2 0.1 0.0800
H 4.031 -4.867 0.337 -0.1 0.1 -0.2 0.0884
H 3.540 -4.540 -1.325 0.1 0.2 0.2 0.0785
H 4.994 -3.767 -0.607 -0.4 0.1 -0.1 0.0720
C 1.465 5.089 2.363 -0.1 0.3 0.3 -0.0590
N 0.704 3.857 2.184 0.1 -0.7 -0.4 -0.2818
C 0.237 3.235 3.426 -0.2 -0.2 0.1 -0.1166
P -0.164 3.394 0.867 -0.4 0.4 0.4 0.5806
O -0.188 1.856 0.815 -0.5 1.0 0.4 -0.4098
N -1.728 3.962 0.899 0.4 -0.2 0.1 -0.2843
C -2.729 3.137 1.605 -0.1 -0.2 0.1 -0.0724
C -1.875 5.413 1.142 0.0 0.2 0.1 -0.0760
N 0.600 4.022 -0.430 0.2 -0.5 -0.3 -0.2727
C -0.175 4.210 -1.676 -0.3 0.3 -0.1 -0.0760
C 2.017 3.614 -0.596 -0.1 0.5 -0.1 -0.0679
H 2.005 4.955 3.304 0.1 0.2 -0.2 0.0938
H 0.815 5.971 2.478 0.3 -0.2 -0.2 0.0915
H 2.205 5.248 1.575 -0.3 0.0 0.1 0.0723
H -0.649 3.757 3.824 0.4 -0.2 0.1 0.0999
H 0.009 2.177 3.245 -0.3 0.3 0.0 0.0616
H 1.063 3.218 4.136 -0.3 0.3 0.1 0.0213
H -2.416 2.861 2.628 -0.2 0.1 -0.4 0.0819
H -3.663 3.712 1.677 0.3 -0.2 -0.1 0.1003
H -2.927 2.221 1.035 0.0 0.3 0.3 0.0590
H -1.553 5.710 2.155 -0.1 -0.1 -0.3 0.0862
H -1.302 5.986 0.402 -0.1 -0.1 0.2 0.0851
H -2.934 5.687 1.040 0.3 -0.2 -0.1 0.0980
H -0.280 5.289 -1.885 0.1 -0.5 -0.1 0.0966
H 0.339 3.715 -2.516 -0.2 0.2 0.3 0.0832
H -1.185 3.779 -1.563 0.4 0.2 -0.1 0.0799
H 2.654 4.458 -0.291 0.1 -0.5 -0.2 0.0873
H 2.322 2.727 0.012 -0.3 0.5 -0.2 0.0579
H 2.190 3.383 -1.658 0.1 0.1 0.4 0.0942
```
Positions in Å, forces in eV/Å.

***

# 2
Below is a cluster of 8 separate species, C31H56Cl2N8OP in total, with properties calculated with the ωB97M-V functional and the def2-TZVPD basis.

total charge	-1

```
99
Properties=species:S:1:pos:R:3:forces:R:3:lowdin_charge:R:1
C 3.012 -4.950 -4.698 -0.5 -1.0 0.9 -0.1892
C 1.456 -4.674 -4.150 2.1 0.4 -2.1 -0.7100
Cl 1.607 -4.516 -2.296 -0.4 -0.5 -1.4 0.4596
C 0.958 -3.230 -4.744 -0.4 0.3 0.6 -0.4525
N -0.377 -2.745 -4.224 -1.6 -3.1 -0.5 -0.3858
P -1.570 -4.061 -4.071 3.5 1.4 -0.7 0.4304
O -2.388 -4.314 -5.593 1.0 -0.3 -0.2 -0.4705
Cl -3.110 -3.250 -2.782 0.1 0.4 -0.8 -0.0221
H 3.106 -4.789 -5.853 -0.2 0.0 2.2 0.0723
H 3.743 -4.310 -4.046 -1.3 -1.1 -1.6 0.0629
H 3.276 -6.094 -4.493 -0.5 2.4 -0.4 0.0724
H 0.836 -5.601 -4.508 0.8 2.0 1.3 0.0850
H 1.031 -3.257 -5.933 -0.1 -0.3 2.2 0.0980
H 1.764 -2.417 -4.407 -1.5 -1.8 -0.6 0.1054
H -1.737 -4.859 -6.143 -1.2 1.1 1.2 0.0272
C 2.214 -5.588 3.180 0.0 0.0 0.1 -0.1167
C 1.935 -4.450 2.207 -0.3 -0.1 0.4 -0.2707
C 3.025 -4.282 1.149 -0.3 0.2 -0.1 -0.2017
C 4.306 -3.858 1.729 1.2 0.2 0.4 -0.2197
N 5.320 -3.527 2.187 -1.3 -0.5 -0.6 0.1440
H 3.117 -5.400 3.769 -0.1 0.0 -0.1 0.0693
H 1.378 -5.699 3.878 0.1 0.0 -0.1 0.0692
H 2.340 -6.537 2.649 0.0 0.0 0.1 0.0729
H 1.806 -3.518 2.770 0.1 -0.1 -0.2 0.0778
H 0.984 -4.652 1.701 0.2 0.1 -0.1 0.1115
H 2.698 -3.529 0.423 0.2 -0.1 0.1 0.1017
H 3.157 -5.219 0.596 0.2 0.2 0.1 0.1136
C 4.899 1.935 3.958 -0.1 0.1 0.1 -0.1272
C 5.640 0.644 4.281 0.0 0.3 0.2 -0.2867
C 5.456 -0.438 3.217 0.3 -0.1 0.3 -0.2005
C 4.069 -0.915 3.140 -1.2 -0.4 -0.3 -0.2294
N 2.972 -1.289 3.075 1.4 0.6 0.2 0.1616
H 3.816 1.779 3.935 0.1 0.0 0.0 0.0716
H 5.110 2.690 4.721 0.0 -0.1 -0.2 0.0637
H 5.211 2.335 2.988 0.0 0.0 0.1 0.0737
H 5.312 0.274 5.259 0.0 -0.1 -0.1 0.1116
H 6.710 0.871 4.367 -0.5 -0.3 -0.1 0.0479
H 6.109 -1.285 3.459 -0.3 -0.1 -0.2 0.0979
H 5.776 -0.061 2.239 -0.2 -0.1 0.1 0.1256
C 9.430 2.019 7.726 -0.1 0.0 0.1 -0.1133
C 9.745 0.914 6.726 -0.1 -0.1 0.4 -0.2689
C 10.079 1.443 5.331 0.1 -0.4 0.0 -0.1886
C 8.929 2.093 4.690 -0.8 0.8 -0.7 -0.1970
N 8.022 2.611 4.184 1.5 -0.5 0.7 0.1751
H 8.532 2.574 7.440 0.1 0.0 0.0 0.0744
H 9.254 1.589 8.717 0.0 0.1 -0.1 0.0731
H 10.262 2.725 7.806 -0.1 0.0 0.0 0.0754
H 8.897 0.221 6.675 0.2 0.1 -0.1 0.1128
H 10.604 0.343 7.098 -0.1 0.0 -0.2 0.1091
H 10.407 0.604 4.706 -0.1 0.2 -0.1 0.1203
H 10.920 2.143 5.388 -0.2 0.0 -0.1 0.1214
C -0.252 -0.032 -2.976 0.1 0.2 0.0 -0.1433
C -0.261 1.360 -2.357 0.3 -0.5 0.2 -0.2727
C -1.256 2.309 -3.025 0.1 0.2 0.3 -0.2007
C -0.889 2.614 -4.414 0.1 0.2 -1.3 -0.2331
N -0.604 2.853 -5.513 -0.3 -0.2 1.4 0.1230
H 0.080 -0.004 -4.019 -0.2 -0.1 0.1 0.0638
H 0.435 -0.683 -2.426 -0.2 0.0 -0.2 0.0676
H -1.248 -0.483 -2.942 0.2 -0.1 -0.1 0.0501
H 0.751 1.780 -2.399 -0.2 0.1 0.0 0.1097
H -0.525 1.266 -1.296 0.0 0.3 -0.1 0.0788
H -1.289 3.243 -2.453 -0.1 0.0 -0.2 0.1120
H -2.264 1.880 -2.989 0.1 0.0 -0.2 0.1094
C -2.304 -1.252 0.737 0.1 0.0 0.0 -0.1009
C -2.776 -0.662 2.059 0.2 -0.4 -0.1 -0.2652
C -3.386 0.732 1.913 -0.1 -0.1 0.3 -0.1947
C -2.399 1.732 1.487 0.7 1.0 -0.5 -0.2180
N -1.620 2.523 1.145 -1.0 -1.1 0.4 0.1409
H -1.493 -0.661 0.301 -0.1 -0.1 0.0 0.0701
H -1.929 -2.269 0.892 -0.1 0.2 -0.1 0.0776
H -3.124 -1.300 0.013 0.1 0.0 0.0 0.0545
H -1.935 -0.635 2.763 -0.2 0.1 0.0 0.1126
H -3.531 -1.331 2.488 0.0 0.2 0.0 0.1072
H -3.805 1.036 2.879 0.1 0.2 -0.2 0.1196
H -4.219 0.702 1.201 0.2 0.2 0.1 0.0797
C -7.039 1.371 -3.023 0.0 0.1 -0.1 -0.1126
C -5.985 0.527 -2.317 0.0 0.1 -0.5 -0.2575
C -6.391 0.120 -0.901 0.3 -0.2 -0.1 -0.1885
C -6.490 1.272 0.004 -0.3 0.9 0.8 -0.2398
N -6.573 2.182 0.720 0.1 -1.1 -0.9 0.1426
H -7.192 2.328 -2.515 0.0 -0.1 0.0 0.0569
H -6.722 1.586 -4.049 -0.1 0.0 0.1 0.0767
H -7.998 0.846 -3.067 0.1 0.1 0.0 0.0771
H -5.037 1.076 -2.297 -0.1 -0.2 0.1 0.1081
H -5.817 -0.382 -2.908 0.1 0.1 0.3 0.1142
H -5.642 -0.577 -0.507 -0.1 0.1 0.1 0.1062
H -7.344 -0.420 -0.925 0.1 0.2 0.1 0.1237
C -8.029 5.795 -1.884 0.1 -0.1 0.1 -0.1113
C -7.808 6.103 -3.359 0.3 0.0 0.3 -0.2707
C -9.087 6.013 -4.190 0.2 0.2 -0.2 -0.2012
C -9.614 4.643 -4.258 -0.7 -1.2 -0.1 -0.2274
N -10.034 3.562 -4.308 0.6 1.4 0.1 0.1422
H -8.360 4.762 -1.735 0.0 0.1 0.0 0.0672
H -7.095 5.928 -1.328 -0.2 -0.1 0.0 0.0769
H -8.780 6.464 -1.451 0.0 -0.1 0.0 0.0746
H -7.046 5.423 -3.759 -0.2 0.1 0.0 0.1132
H -7.406 7.119 -3.445 -0.1 -0.1 -0.1 0.1080
H -8.871 6.360 -5.208 -0.2 -0.2 0.1 0.1167
H -9.848 6.686 -3.781 0.0 -0.2 0.0 0.1188
```
Positions in Å, forces in eV/Å.

***

Energy values, unit Eh, following the record order: -5956.0378; -2989.8072.